(1)
Below is C29H37ClCsN3O2S4Se2 as an isolated structure in a non-equilibrium geometry, with properties calculated with wB97M-V/def2-TZVPD.

Geometry as XYZ:
```
79
Properties=species:S:1:pos:R:3:mulliken_charge:R:1
Cs -0.579 -0.791 -0.379 1.193
C -4.787 1.010 -0.772 -0.977
C -4.927 -0.103 -1.809 -0.951
S -3.488 -0.395 -2.865 0.119
C -3.211 1.262 -3.508 0.679
C -2.034 1.235 -4.482 -1.241
S -0.447 0.801 -3.730 0.178
C 0.224 2.442 -3.360 -0.941
C -0.601 3.330 -2.429 -0.995
S -0.780 2.575 -0.799 0.363
C -2.349 3.296 -0.255 -1.136
C -3.012 2.437 0.820 -0.031
S -3.380 0.739 0.327 0.131
H -5.713 1.065 -0.196 0.531
H -4.670 1.971 -1.277 0.364
H -5.804 0.100 -2.427 0.446
H -5.106 -1.061 -1.316 0.384
H -2.989 1.941 -2.687 -1.090
H -4.107 1.614 -4.028 0.468
H -1.928 2.204 -4.973 0.501
H -2.223 0.504 -5.270 0.480
H 0.398 2.976 -4.296 0.516
H 1.205 2.245 -2.922 0.314
H -1.590 3.507 -2.856 0.330
H -0.108 4.302 -2.355 0.521
H -3.003 3.395 -1.125 0.386
H -2.192 4.301 0.144 0.518
H -3.927 2.926 1.160 0.614
H -2.353 2.335 1.681 -0.366
Cl -0.831 -0.726 7.467 -0.259
C -0.773 -0.409 5.751 0.077
C -0.948 0.904 5.288 -0.770
C -0.902 1.182 3.950 -0.516
C -0.678 0.171 2.958 0.026
O -0.622 0.464 1.720 -0.261
C -0.510 -1.163 3.467 1.046
C -0.294 -2.336 2.643 -0.445
O -0.271 -2.406 1.421 -0.607
C -0.556 -1.415 4.855 -1.002
H -1.118 1.698 6.005 0.427
H -1.018 2.202 3.602 0.433
H -0.139 -3.260 3.235 0.227
H -0.422 -2.429 5.213 0.385
C -2.593 -5.676 -2.866 -1.039
Se -2.230 -3.810 -2.486 0.198
C -0.911 -3.500 -3.879 -0.231
C 0.479 -4.025 -3.555 -0.855
Se 1.340 -3.095 -2.076 0.022
C 1.053 -4.435 -0.691 -0.859
H -2.996 -5.787 -3.870 0.297
H -3.339 -6.002 -2.144 0.331
H -1.702 -6.290 -2.748 0.286
H -0.894 -2.418 -4.021 -0.155
H -1.293 -3.944 -4.802 0.545
H 1.132 -3.912 -4.422 0.409
H 0.458 -5.085 -3.304 0.306
H 1.514 -5.372 -0.996 0.399
H -0.010 -4.554 -0.507 0.250
H 1.532 -4.065 0.211 0.272
N 6.869 3.277 6.332 -0.507
C 6.356 2.857 5.394 0.047
C 5.710 2.328 4.219 0.431
C 4.357 2.005 4.254 -1.089
C 3.732 1.503 3.129 -0.530
C 4.460 1.318 1.955 1.605
C 5.811 1.637 1.919 -0.568
C 6.432 2.141 3.048 -0.990
N 3.824 0.807 0.795 0.389
C 4.383 0.565 -0.449 -0.186
C 3.377 0.080 -1.219 -1.232
N 2.204 0.014 -0.495 0.271
C 2.511 0.451 0.696 0.056
H 3.790 2.147 5.163 0.486
H 2.680 1.264 3.185 0.529
H 6.387 1.498 1.017 0.308
H 7.484 2.391 3.019 0.452
H 5.418 0.748 -0.666 0.355
H 3.425 -0.242 -2.246 0.502
H 1.812 0.542 1.511 -0.574
```

HOMO-LUMO gap (eV): 7.309
E_LUMO (eV): 0.0
HOMO level (eV): -7.29

(2)
Below is C29H37ErN3O11S3 as an isolated structure, with properties calculated with wB97M-V/def2-TZVPD.

Geometry as XYZ:
```
84
Properties=species:S:1:pos:R:3:lowdin_spin:R:1
Er -0.353 0.025 0.238 3.021
C 1.807 -2.741 -0.710 0.000
C 3.065 -0.806 0.769 0.000
O 2.021 0.049 1.222 -0.001
C 2.456 1.099 2.094 0.000
C 1.592 2.291 1.806 0.000
O 0.249 1.822 1.897 -0.002
C -0.718 2.850 2.101 0.000
C -1.971 2.149 2.529 0.000
O -2.253 1.177 1.525 -0.001
C -3.534 0.588 1.698 0.000
C -3.674 -0.518 0.666 0.000
O -2.836 -0.159 -0.430 -0.002
C -3.259 -0.647 -1.696 0.000
C -2.311 -0.036 -2.689 0.000
O -0.986 -0.471 -2.387 -0.001
C -0.539 -1.620 -3.105 0.000
C -0.181 -2.704 -2.121 0.000
O 0.662 -2.079 -1.159 -0.001
H 1.749 -2.930 0.364 0.000
H 1.990 -3.661 -1.265 0.000
H 3.997 -0.231 0.753 0.000
H 3.203 -1.643 1.467 0.000
H 3.498 1.346 1.876 0.000
H 2.364 0.772 3.129 0.000
H 1.774 2.702 0.807 0.000
H 1.764 3.073 2.549 0.000
H -0.861 3.412 1.174 0.000
H -0.377 3.522 2.892 0.000
H -2.799 2.862 2.594 0.000
H -1.847 1.649 3.493 0.000
H -4.291 1.364 1.557 0.000
H -3.628 0.182 2.711 0.000
H -4.712 -0.585 0.332 0.000
H -3.367 -1.491 1.049 0.000
H -4.288 -0.329 -1.888 0.000
H -3.219 -1.743 -1.712 0.000
H -2.314 1.048 -2.585 0.000
H -2.580 -0.294 -3.715 0.000
H 0.338 -1.324 -3.685 0.000
H -1.309 -1.974 -3.794 0.000
H 0.356 -3.512 -2.625 0.000
H -1.054 -3.111 -1.608 0.000
O 2.111 3.871 -3.391 0.000
C 0.946 4.399 -2.986 0.000
C 0.645 5.692 -3.419 0.000
C -0.542 6.290 -3.057 0.000
C -1.466 5.619 -2.253 0.000
C -1.171 4.347 -1.818 0.000
C 0.032 3.716 -2.164 0.000
C 0.295 2.366 -1.639 0.000
O -0.576 1.853 -0.835 -0.004
N 1.407 1.766 -1.990 0.000
N 1.596 0.550 -1.339 -0.003
C 2.620 -0.071 -1.791 0.000
S 3.181 -1.605 -1.025 0.000
C 3.403 -2.261 -2.859 0.000
C 4.347 -1.217 -3.406 0.000
S 3.515 0.402 -3.200 0.000
H 2.167 2.959 -3.030 0.000
H 1.367 6.198 -4.046 0.000
H -0.757 7.291 -3.406 0.000
H -2.398 6.093 -1.977 0.000
H -1.868 3.803 -1.194 0.000
H 2.506 -2.341 -3.478 0.000
H 3.888 -3.236 -2.764 0.000
H 4.550 -1.308 -4.471 0.000
H 5.300 -1.218 -2.876 0.000
O -1.148 -2.228 0.674 -0.003
C -0.806 -2.158 1.880 0.000
N -0.474 -0.977 2.398 -0.002
S -0.190 -1.090 4.015 0.000
O 1.163 -0.730 4.323 0.000
O -1.257 -0.439 4.721 0.000
C -0.387 -2.846 4.079 0.000
C -0.239 -3.687 5.162 0.000
C -0.448 -5.043 4.932 0.000
C -0.792 -5.519 3.669 0.000
C -0.940 -4.653 2.592 0.000
C -0.725 -3.306 2.821 0.000
H 0.028 -3.316 6.142 0.000
H -0.340 -5.742 5.750 0.000
H -0.949 -6.581 3.530 0.000
H -1.215 -5.013 1.609 0.000
```

HOMO-LUMO gap (alpha / beta) (eV): 7.855 / 7.858
E_LUMO (alpha / beta) (eV): -2.3 / -2.3
⟨S²⟩: 3.75
Total charge: +1
HOMO level (alpha / beta) (eV): -10.18 / -10.18
Spin multiplicity: 4

(3)
Below is C29H37GeN5ReS2 as an isolated structure in a non-equilibrium geometry, with properties calculated with wB97M-V/def2-TZVPD.

Geometry as XYZ:
```
75
Properties=species:S:1:pos:R:3:lowdin_spin:R:1
Re 0.042 -0.407 -0.398 0.884
C -0.687 2.964 1.022 0.001
N -0.684 1.566 1.447 0.015
C 0.252 1.479 2.568 0.002
C -2.009 1.201 1.963 0.001
C -3.130 1.220 0.928 0.000
N -3.048 0.139 -0.047 -0.004
C -3.887 0.474 -1.188 0.000
C -3.538 -1.107 0.526 0.000
H -1.112 3.608 1.805 0.000
H -1.259 3.105 0.107 0.000
H 0.337 3.289 0.842 0.000
H -0.053 2.143 3.388 0.000
H 1.244 1.773 2.232 0.001
H 0.299 0.460 2.944 0.001
H -2.287 1.900 2.772 0.000
H -1.925 0.203 2.395 0.001
H -3.111 2.166 0.383 0.000
H -4.092 1.181 1.471 0.000
H -4.924 0.683 -0.884 0.000
H -3.897 -0.361 -1.883 0.000
H -3.499 1.359 -1.695 0.000
H -4.601 -1.035 0.804 0.000
H -2.962 -1.367 1.410 0.000
H -3.420 -1.906 -0.204 0.000
C -0.459 3.158 -2.868 -0.002
C -1.321 2.745 -3.877 0.010
C -1.701 1.420 -3.915 -0.002
C -1.247 0.528 -2.944 0.011
N -0.417 0.949 -1.952 0.013
C -0.029 2.227 -1.945 0.015
C -1.610 -0.876 -2.868 -0.001
C -2.333 -1.549 -3.856 0.000
C -2.597 -2.895 -3.725 -0.002
C -2.136 -3.582 -2.609 0.001
C -1.422 -2.918 -1.626 0.000
C -1.161 -1.552 -1.712 -0.002
H -0.133 4.183 -2.798 0.000
H -1.675 3.452 -4.614 0.001
H -2.385 1.071 -4.671 0.000
H 0.675 2.508 -1.176 0.002
H -2.683 -1.019 -4.728 0.000
H -3.148 -3.414 -4.496 0.000
H -2.316 -4.644 -2.525 0.000
H -1.052 -3.482 -0.779 0.000
S 2.231 -0.229 0.879 -0.013
C 2.366 -1.776 1.644 0.004
C 3.612 -2.276 2.017 -0.004
C 3.720 -3.502 2.659 0.006
C 4.982 -4.046 2.983 0.001
N 6.001 -4.502 3.239 0.004
C 2.552 -4.228 2.991 -0.004
C 1.310 -3.727 2.631 0.007
C 1.208 -2.531 1.932 0.002
S -0.360 -2.000 1.398 0.056
C 2.628 -5.458 3.681 -0.001
N 2.644 -6.454 4.249 -0.003
H 4.498 -1.705 1.783 0.000
H 0.417 -4.283 2.876 0.000
C 3.513 -0.498 -4.163 0.001
Ge 3.178 -0.212 -2.219 0.002
C 4.837 -0.783 -1.278 -0.001
C 3.133 1.772 -2.024 0.001
C 1.516 -1.270 -1.805 -0.009
H 4.459 -0.042 -4.440 0.000
H 2.735 -0.038 -4.766 0.000
H 3.562 -1.550 -4.425 0.000
H 5.686 -0.416 -1.847 0.000
H 4.925 -1.862 -1.196 0.000
H 4.887 -0.353 -0.285 0.000
H 4.123 2.147 -2.275 0.000
H 2.909 2.078 -1.004 0.000
H 2.420 2.225 -2.706 0.000
H 1.852 -2.212 -1.356 0.007
H 1.055 -1.521 -2.765 0.000
```

HOMO-LUMO gap (alpha / beta) (eV): 5.855 / 5.918
E_LUMO (alpha / beta) (eV): -1.5 / -1.4
⟨S²⟩: 0.77
HOMO level (alpha / beta) (eV): -7.35 / -7.29
Spin multiplicity: 2

| no. | M (g/mol) | E_tot (hartree) |
| --- | --- | --- |
| 1 | 914.18 | -8317.93596 |
| 2 | 867.09 | -4328.63562 |
| 3 | 778.60 | -4352.54760 |